Entry 1:
19
Properties=species:S:1:pos:R:3 method="wB97M-V/def2-TZVPD" homo_ev="-7.37 / -7.37" max_force_ev_per_a=0.86 spin_multiplicity=1 de_lowest_kcal_mol=148.01 orbital_gap_ha="0.2888 / 0.2888" lumo_ev="0.494 / 0.493"
C 1.20462 -0.59102 -0.12434
C 0.81856 1.43223 0.89423
C -0.64424 1.18460 -1.22903
C -2.00309 0.60466 -0.85905
N 0.34397 -1.36159 0.68988
N 0.87912 -2.46650 1.41606
O 1.69751 0.57958 0.45007
H -0.51968 -1.63771 0.24860
H 1.55885 -2.97679 0.85258
H 1.36027 -2.10506 2.23210
H 0.25424 0.24548 -0.92125
H 2.06063 -1.11835 -0.54856
H -0.08318 1.07497 1.37321
H 1.20491 2.42215 1.08895
H -0.58719 2.23976 -0.97838
H -0.46106 1.12557 -2.30645
H -2.11909 -0.41662 -1.23219
H -2.13935 0.56721 0.22457
H -2.82579 1.19744 -1.27100

***

Entry 2:
16
Properties=species:S:1:pos:R:3 method="wB97M-V/def2-TZVPD" homo_ev="-7.38 / -7.84" max_force_ev_per_a=3.41 spin_multiplicity=1 de_lowest_kcal_mol=79.03 orbital_gap_ha="0.2448 / 0.2905" lumo_ev="-0.716 / 0.061"
C 1.23162 -1.23588 -1.38498
C -1.19157 0.19660 1.84483
C 1.37962 0.03474 -0.66114
C -1.19565 0.17858 0.38342
O -0.32899 1.18658 2.43937
O 1.23045 1.17854 -1.39272
I -2.30003 -1.50498 -0.36936
I -1.52726 2.09460 -0.52244
H 0.86621 -1.99845 -0.52416
H 2.15685 -1.47904 -1.91430
H 0.54062 -1.28701 -2.26254
H -2.28624 0.16729 2.39828
H -0.60198 -0.66891 2.05826
H 1.84349 0.31211 0.27259
H -0.51087 1.90747 1.81586
H 0.69373 0.91775 -2.18097

***

Entry 3:
27
Properties=species:S:1:pos:R:3 method="wB97M-V/def2-TZVPD" homo_ev=-10.93 max_force_ev_per_a=2.46 spin_multiplicity=1 de_lowest_kcal_mol=64.75 orbital_gap_ha=0.3984 lumo_ev=-0.091 smiles=O.O.O.O.O.O.O.O.O
O 0.94495 2.27404 -2.46499
H 1.28971 2.69676 -3.25744
H 0.19170 1.75472 -2.76163
O -1.92730 -0.13264 -2.30601
H -2.77778 -0.40623 -2.66592
H -1.24933 -0.79980 -2.19665
O 0.75484 -0.41524 3.66856
H -0.09915 -0.49447 3.23169
H 1.04830 -1.28555 3.97010
O -2.17784 -1.85036 1.34110
H -2.11535 -1.53586 2.24215
H -1.46514 -1.50550 0.79450
O -3.39801 2.69435 -0.84194
H -2.81570 3.45440 -0.81428
H -3.01213 1.99360 -1.37201
O 3.48553 0.88215 -0.76237
H 2.75375 1.11609 -1.35747
H 3.03909 0.76312 0.08462
O -1.45631 0.98569 2.37081
H -1.77376 1.81556 1.99049
H -0.86419 0.71485 1.65709
O 3.00603 -2.91043 -0.18792
H 2.90326 -3.13052 -1.11657
H 3.39825 -2.03424 -0.13207
O 0.50295 -1.43262 0.20213
H 0.61058 -2.38100 0.24524
H 1.20307 -0.83089 0.43880

***

Entry 4:
144
Properties=species:S:1:pos:R:3 method="wB97M-V/def2-TZVPD" homo_ev="-10.75 / -13.53" max_force_ev_per_a=0.60 spin_multiplicity=6 de_lowest_kcal_mol=0.00 orbital_gap_ha="0.2296 / 0.2464" s_squared=8.765 lumo_ev="-4.500 / -6.820" charge=+2
Ru 0.55388 0.24209 0.12387
C 2.27052 2.21852 -2.89818
Si 0.75683 1.99713 -1.79538
C -0.83915 1.83619 -2.78083
C -1.28550 2.93226 -3.52053
C -2.47524 2.89360 -4.22730
C -3.24134 1.73714 -4.21208
C -2.81400 0.63507 -3.48823
C -1.62383 0.67513 -2.76078
P -1.07238 -0.75324 -1.76218
C -0.29426 -1.92410 -2.93435
C 1.12224 -1.44710 -3.27959
C 1.71968 -2.24711 -4.45757
C 0.99494 -3.57217 -4.66688
C -0.49029 -3.35215 -4.98012
C -1.04466 -2.11706 -4.25774
C -2.55672 -1.53241 -0.98033
C -3.48257 -2.41563 -1.83374
C -4.48638 -3.11553 -0.92131
C -3.78563 -4.16487 -0.04544
C -2.31698 -3.79696 0.18208
C -2.15543 -2.28912 0.31673
C 0.67721 3.43451 -0.55705
C 1.55356 4.51619 -0.69112
C 1.56742 5.55742 0.22244
C 0.69407 5.54486 1.29980
C -0.17841 4.48153 1.46720
C -0.18134 3.42034 0.56435
P -1.21493 1.95449 0.85263
C -2.86581 2.24812 0.08663
C -3.21884 3.73518 -0.04827
C -4.51745 3.88212 -0.83715
C -5.65497 3.09325 -0.20091
C -5.28543 1.62339 -0.03954
C -3.99769 1.47159 0.76683
C -1.35368 1.77404 2.69065
C -1.69299 0.33061 3.07439
C -1.53204 0.12921 4.57915
C -2.26617 1.20891 5.39986
C -3.12863 2.09496 4.50993
C -2.26177 2.78037 3.45669
H 2.11478 3.02802 -3.61610
H 2.49583 1.32132 -3.47361
H 3.15620 2.46167 -2.30921
H -0.69667 3.84345 -3.53984
H -2.80377 3.75758 -4.78994
H -4.16944 1.68835 -4.76576
H -3.42123 -0.25826 -3.50031
H -0.24422 -2.87784 -2.39130
H 1.76782 -1.50249 -2.39666
H 1.06259 -0.38999 -3.55884
H 2.78390 -2.41787 -4.28182
H 1.65730 -1.65379 -5.37293
H 1.09512 -4.17820 -3.76327
H 1.46861 -4.14291 -5.46626
H -1.05751 -4.23714 -4.68288
H -0.64344 -3.23429 -6.05409
H -2.12394 -2.20273 -4.13285
H -0.88100 -1.21677 -4.85872
H -3.13326 -0.64473 -0.68677
H -2.90677 -3.16657 -2.38011
H -4.01068 -1.82200 -2.57865
H -5.27464 -3.57839 -1.51482
H -4.97937 -2.36135 -0.30001
H -3.84265 -5.14665 -0.51789
H -4.30016 -4.25521 0.91295
H -1.70354 -4.15583 -0.64972
H -1.93859 -4.29291 1.07856
H -1.12878 -2.03581 0.62058
H -2.79419 -1.94253 1.13419
H 2.23461 4.55455 -1.53242
H 2.25206 6.38402 0.08886
H 0.69183 6.36068 2.00980
H -0.85049 4.48920 2.31036
H -2.76539 1.85955 -0.93260
H -2.40960 4.26920 -0.54981
H -3.33234 4.19254 0.94055
H -4.34808 3.51869 -1.85660
H -4.78050 4.93769 -0.92128
H -6.56227 3.19122 -0.79816
H -5.88564 3.51492 0.78334
H -5.14583 1.16638 -1.02707
H -6.09335 1.07691 0.44956
H -3.74309 0.41399 0.88286
H -4.15628 1.86112 1.77673
H -0.31005 1.94284 2.99526
H -1.04581 -0.36959 2.53366
H -2.70743 0.08232 2.76344
H -0.46476 0.14414 4.81743
H -1.89334 -0.86672 4.84106
H -1.54157 1.84122 5.92027
H -2.87440 0.74627 6.17663
H -3.63387 2.85683 5.10489
H -3.91958 1.50408 4.04035
H -1.62459 3.50174 3.97337
H -2.88530 3.36147 2.77257
N 3.44245 -1.15509 0.25773
P 3.30119 0.52663 0.41174
C 4.78768 1.14798 -0.37325
C 5.42755 2.27689 0.13913
C 6.51975 2.80966 -0.52864
C 6.97116 2.22454 -1.70317
C 6.32907 1.10597 -2.21836
C 5.23318 0.57235 -1.56317
C 3.40287 0.91501 2.17559
C 2.53528 1.88698 2.66658
C 2.50350 2.17295 4.02482
C 3.33513 1.48374 4.89429
C 4.21082 0.51966 4.40720
C 4.24818 0.23800 3.05393
P 1.96868 -1.92655 0.55172
C 1.99223 -2.51161 2.25973
C 2.70796 -3.65908 2.60884
C 2.80968 -4.03837 3.93519
C 2.19237 -3.28024 4.92245
C 1.48162 -2.13956 4.58364
C 1.38554 -1.75404 3.25531
C 2.05497 -3.43637 -0.42822
C 3.03912 -3.62162 -1.39691
C 3.12824 -4.83093 -2.06974
C 2.22333 -5.84658 -1.79926
C 1.22716 -5.65677 -0.85063
C 1.14908 -4.46003 -0.15879
H 4.31751 -1.61366 0.49086
H 5.08784 2.72860 1.06298
H 7.02406 3.67723 -0.12612
H 7.82677 2.63958 -2.21805
H 6.68331 0.65108 -3.13330
H 4.72588 -0.29210 -1.97539
H 1.89616 2.44341 1.98434
H 1.83520 2.93912 4.39813
H 3.31278 1.70122 5.95396
H 4.86500 -0.00927 5.08724
H 4.93187 -0.51899 2.68687
H 3.17899 -4.26384 1.84295
H 3.36418 -4.92816 4.20055
H 2.26704 -3.58296 5.95820
H 1.00399 -1.55002 5.35392
H 0.85141 -0.84333 3.00279
H 3.74382 -2.83027 -1.61930
H 3.90524 -4.97738 -2.80808
H 2.29604 -6.78824 -2.32619
H 0.52447 -6.45043 -0.63315
H 0.40161 -4.33725 0.61545

***

Entry 5:
12
Properties=species:S:1:pos:R:3 method="wB97M-V/def2-TZVPD" homo_ev=-9.78 max_force_ev_per_a=5.21 spin_multiplicity=1 de_lowest_kcal_mol=53.37 orbital_gap_ha=0.3951 lumo_ev=0.969 smiles="C=C.CO"
C 1.51791 -1.09914 0.01040
C 1.53557 -1.38836 1.34999
H 2.24159 -1.67870 -0.70348
H 0.82598 -0.29150 -0.39641
H 2.33456 -1.97952 1.72957
H 0.72317 -1.07465 2.02900
C -1.75879 1.18789 -1.06487
O -1.42189 0.94081 0.44290
H -2.05012 0.27056 -1.49678
H -0.82581 1.56656 -1.50076
H -2.49695 2.11854 -1.01186
H -0.62522 1.42753 0.61230

***

Entry 6:
8
Properties=species:S:1:pos:R:3 method="wB97M-V/def2-TZVPD" homo_ev=-3.46 max_force_ev_per_a=3.45 spin_multiplicity=1 orbital_gap_ha=0.2586 lumo_ev=3.579 charge=-1
B 1.07238 0.04590 0.03638
P -0.65392 0.30222 0.82311
O -1.59035 -1.11098 0.30240
Br -1.75530 2.10116 -0.01491
H 0.93137 -0.01118 -1.14268
H 1.86146 0.88954 0.27523
H 1.45812 -1.02764 0.40092
H -1.32376 -1.18903 -0.68044

***

Entry 7:
16
Properties=species:S:1:pos:R:3 method="wB97M-V/def2-TZVPD" homo_ev=-10.04 max_force_ev_per_a=0.58 spin_multiplicity=1 de_lowest_kcal_mol=39.54 orbital_gap_ha=0.4073 lumo_ev=1.048
C 2.90031 0.51110 -0.01094
C 1.43212 0.20022 -0.07792
N 0.85253 -0.86931 0.29187
C -1.89762 0.18476 -1.32191
O -1.44041 1.21851 -0.89596
O -2.48842 -0.76313 -0.60574
C -2.47599 -0.55284 0.81266
H 3.47127 -0.30979 0.43601
H 3.29277 0.70898 -1.01524
H 3.06373 1.41969 0.58021
H 0.78686 0.98193 -0.48964
H -1.90061 -0.10092 -2.38372
H 1.53731 -1.53674 0.66070
H -3.10125 -1.34232 1.22976
H -1.44611 -0.63396 1.16912
H -2.88454 0.43131 1.05481

***

Entry 8:
25
Properties=species:S:1:pos:R:3 method="wB97M-V/def2-TZVPD" homo_ev=-9.39 max_force_ev_per_a=4.00 spin_multiplicity=1 de_lowest_kcal_mol=51.81 orbital_gap_ha=0.3523 lumo_ev=0.193
C 4.13748 0.87228 -1.83501
C 1.07379 0.57479 0.72876
C 0.33411 1.65521 -1.19177
C -0.69208 0.50854 -0.85948
C 1.34514 1.63618 -0.05005
C -0.21849 -0.22204 0.39480
C -2.53066 -1.11223 1.23325
C -1.19222 -0.40557 1.51036
N 4.32093 0.55413 -0.74943
N 0.26165 2.38467 -2.22229
O 2.90560 -1.24391 0.88980
O 3.02555 0.74201 2.39749
S 2.09057 -0.24615 1.97995
Cl 3.92536 1.40703 -3.33791
H -1.72478 0.94921 -0.84060
H -0.75311 -0.04340 -1.77419
H 2.27505 2.29668 -0.15583
H 0.17135 -1.27438 0.17893
H -3.10567 -0.59149 0.54918
H -3.17813 -1.07849 2.25044
H -2.43449 -2.21490 1.06508
H -0.88425 -0.92105 2.38376
H -1.64495 0.43228 1.95694
H 3.68099 -0.76939 0.66414
H 1.00797 3.05001 -2.23775

***

Entry 9:
46
Properties=species:S:1:pos:R:3 method="wB97M-V/def2-TZVPD" homo_ev="-12.02 / -12.01" max_force_ev_per_a=4.33 spin_multiplicity=2 orbital_gap_ha="0.3090 / 0.0957" s_squared=0.757 lumo_ev="-3.615 / -9.404" charge=+1
Na -13.96358 -27.31359 -5.39815
B -12.47063 -25.83800 -4.28411
H -11.74668 -25.20913 -3.78949
H -12.42639 -25.84001 -5.36220
H -12.22985 -26.83496 -3.94896
H -13.48342 -25.56147 -4.03505
Br -7.99017 -23.02454 -1.50086
C -9.54117 -23.69967 -2.56788
C -9.32857 -23.31747 -4.12168
Br -8.94364 -21.35532 -4.29363
H -10.44450 -23.11439 -2.39601
H -9.69715 -24.75791 -2.35833
H -10.14460 -23.63990 -4.76840
H -8.35248 -23.66501 -4.46015
Br -9.29341 -25.55547 -10.51564
C -11.04280 -26.36164 -10.00844
C -11.42711 -25.92834 -8.59297
Br -13.17265 -26.76733 -8.08781
H -10.95167 -27.43424 -10.17975
H -11.72649 -25.95046 -10.75114
H -11.50592 -24.84160 -8.56314
H -10.60418 -26.19391 -7.92938
Br -13.88393 -20.76658 -2.70997
C -12.54739 -20.78274 -4.12314
C -12.45750 -22.09444 -4.84138
Br -13.84906 -22.32656 -6.19556
H -11.61419 -20.44219 -3.67452
H -12.80708 -19.98325 -4.81702
H -12.55642 -22.96544 -4.19356
H -11.53280 -22.13469 -5.41706
Br -15.56278 -27.49953 -2.28752
C -15.00252 -25.63483 -1.77247
C -13.81804 -25.65317 -0.85205
Br -13.24201 -23.83959 -0.34612
H -15.83608 -25.12086 -1.29382
H -14.67698 -25.01423 -2.60732
H -12.94648 -26.13610 -1.29394
H -14.10133 -26.18022 0.05903
Br -11.14809 -29.05959 -4.83143
C -9.35539 -28.73840 -4.01193
C -9.24080 -27.18577 -3.86986
Br -7.53261 -26.77441 -2.99726
H -8.55919 -29.04494 -4.69031
H -9.38417 -29.31032 -3.08447
H -10.03294 -26.77267 -3.24539
H -9.37535 -26.64109 -4.80438

***

Entry 10:
14
Properties=species:S:1:pos:R:3 method="wB97M-V/def2-TZVPD" homo_ev=-9.48 max_force_ev_per_a=0.34 spin_multiplicity=1 de_lowest_kcal_mol=41.82 orbital_gap_ha=0.3801 lumo_ev=0.862 smiles=C[C@@]1(O)C[C@H]1O
C 0.98242 0.58227 0.91968
C 0.31086 -0.34669 -0.06794
O 1.19487 -1.08091 -0.87514
C -1.02842 -0.97943 0.22172
C -0.92020 0.13212 -0.77701
O -1.50991 1.34342 -0.41675
H 1.80943 0.07740 1.42855
H 0.28004 0.95315 1.67068
H 1.40176 1.44890 0.39362
H 1.21987 -1.98234 -0.53283
H -1.23070 -1.97118 -0.17606
H -1.51205 -0.75319 1.16767
H -0.99026 -0.14824 -1.82871
H -0.99679 2.05339 -0.82369

***

Entry 11:
13
Properties=species:S:1:pos:R:3 method="wB97M-V/def2-TZVPD" homo_ev="-13.94 / -14.11" max_force_ev_per_a=4.03 spin_multiplicity=2 orbital_gap_ha="0.3140 / 0.2583" s_squared=0.767 lumo_ev="-5.392 / -7.082" charge=+1
C -1.12808 -0.03499 -0.77245
O -0.68624 -1.30360 -0.24549
C 0.53353 -1.46016 0.18129
C 1.65103 -0.75621 -0.18239
H -1.41405 0.73892 0.43468
H -1.54075 -0.45056 -1.71108
H -1.46608 0.89185 -1.25962
H 0.56491 -2.12814 1.04766
H 1.71562 -0.26364 -1.15747
H 2.56251 -0.97803 0.37879
Ag 1.06577 1.31144 0.77434
O -0.68027 1.83532 1.40753
H -1.17790 2.59779 1.10422

***

Entry 12:
12
Properties=species:S:1:pos:R:3 method="wB97M-V/def2-TZVPD" homo_ev=-8.93 max_force_ev_per_a=14.65 spin_multiplicity=1 de_lowest_kcal_mol=82.19 orbital_gap_ha=0.3499 lumo_ev=0.592 smiles=SCCCCl
C -1.13933 0.88744 -0.36518
C 0.35037 0.59218 0.23387
C 0.91339 -0.86519 -0.28317
H -1.34032 -0.87673 1.32191
H -1.69154 1.66631 0.24925
H -1.09667 0.91910 -1.26098
H 0.48461 0.63802 1.43683
H 0.96657 1.41112 -0.33359
H 0.63072 -1.12264 -1.40365
H 0.91604 -1.69169 0.59011
S -1.67572 -1.06671 -0.08600
Cl 2.68190 -0.49119 -0.09939